This record from the Open Molecules 2025 dataset describes a cluster of 8 separate species, C54H42BClF3N2O17 in total. The level of theory is wB97M-V/def2-TZVPD.

CARTESIAN COORDINATES (ANGSTROEM)
C (-2.01237, 0.64029, 2.82511)
C (-1.72758, 1.93334, 3.03230)
N (-1.12472, 2.75915, 1.98219)
C (0.20722, 2.91471, 2.07599)
C (0.93719, 3.62589, 1.13594)
B (2.54369, 3.74188, 1.27474)
N (3.20323, 4.97004, 1.65550)
O (3.18535, 2.58921, 0.99679)
C (0.21949, 4.17897, 0.07044)
C (0.93508, 4.92229, -1.00743)
O (1.25810, 6.04977, -0.87768)
O (1.24871, 4.15966, -2.06419)
C (0.37199, 4.22129, -3.20140)
Cl (1.03650, 5.30995, -4.40977)
C (0.11853, 2.85274, -3.74633)
C (-1.02550, 2.87086, -4.76309)
C (-1.15992, 4.01861, -0.00824)
C (-1.82025, 3.30668, 0.96392)
C (-3.32234, 3.09967, 0.86280)
F (-3.57891, 1.94036, 0.25797)
F (-3.84338, 4.06971, 0.11553)
F (-3.91728, 3.13076, 2.04600)
H (-1.71106, -0.07435, 3.57469)
H (-2.57926, 0.29737, 1.96984)
H (-1.97927, 2.42630, 3.95821)
H (0.67689, 2.44660, 2.92237)
H (3.04285, 5.69787, 0.96578)
H (2.78957, 5.31250, 2.53458)
H (4.00416, 2.54348, 1.51029)
H (-0.57979, 4.64553, -2.89401)
H (-0.11763, 2.16110, -2.94314)
H (1.00387, 2.49906, -4.26425)
H (-1.79471, 3.56095, -4.42510)
H (-1.47546, 1.89335, -4.85951)
H (-0.66588, 3.23089, -5.71559)
H (-1.69640, 4.43962, -0.83786)
C (2.10138, -2.40727, -0.53817)
C (1.40335, -2.51495, -1.66615)
C (1.14758, -1.33445, -2.53179)
O (0.50827, -1.42599, -3.55625)
C (1.70248, -0.02931, -2.08973)
C (2.39970, 0.07924, -0.96279)
C (2.65457, -1.10289, -0.10070)
O (3.29436, -0.99820, 0.92713)
H (2.30065, -3.25344, 0.10678)
H (0.99080, -3.45572, -2.00672)
H (1.50544, 0.81838, -2.73322)
H (2.80660, 1.02331, -0.62314)
C (-5.51555, -3.95486, 0.84058)
C (-4.21059, -3.74636, 0.69065)
C (-3.69506, -2.49235, 0.09350)
O (-2.50530, -2.29260, -0.04391)
C (-4.69096, -1.47402, -0.33318)
C (-5.99662, -1.67871, -0.18499)
C (-6.51160, -2.93924, 0.41670)
O (-7.70017, -3.12324, 0.55421)
H (-5.90232, -4.86186, 1.27474)
H (-3.47343, -4.47824, 0.99615)
H (-4.29165, -0.56629, -0.76952)
H (-6.73985, -0.95246, -0.48958)
C (9.03700, -0.51664, -1.40710)
C (8.51859, -1.68324, -1.03665)
C (7.17468, -1.76357, -0.41080)
O (6.69987, -2.82521, -0.07290)
C (6.42916, -0.49263, -0.21335)
C (6.94833, 0.67414, -0.58656)
C (8.29370, 0.75313, -1.21327)
O (8.76733, 1.81569, -1.55512)
H (10.01449, -0.43325, -1.86472)
H (9.04183, -2.62136, -1.17020)
H (5.45192, -0.58684, 0.24622)
H (6.42591, 1.61466, -0.45831)
C (-6.46812, -9.89542, 1.61078)
C (-5.57715, -8.91474, 1.47876)
C (-5.80809, -7.58586, 2.09221)
O (-4.99400, -6.68753, 1.97057)
C (-7.06132, -7.37742, 2.85678)
C (-7.95355, -8.35362, 2.98787)
C (-7.72565, -9.68983, 2.37567)
O (-8.53889, -10.57792, 2.49910)
H (-6.32675, -10.87381, 1.17708)
H (-4.65781, -9.03847, 0.92884)
H (-7.20434, -6.39684, 3.29406)
H (-8.87689, -8.22919, 3.53893)
C (-5.18803, -12.40891, -2.02415)
C (-5.57428, -12.58297, -3.28496)
C (-5.74030, -11.42872, -4.20627)
O (-6.09309, -11.58312, -5.35293)
C (-5.45671, -10.07338, -3.66421)
C (-5.07049, -9.90177, -2.40354)
C (-4.90557, -11.05636, -1.48696)
O (-4.55223, -10.89755, -0.33496)
H (-5.06115, -13.23420, -1.33514)
H (-5.78511, -13.56030, -3.69941)
H (-5.58355, -9.24745, -4.35228)
H (-4.85956, -8.92407, -1.98852)
C (7.11726, 6.55342, -2.73611)
C (6.61646, 5.35034, -2.46736)
C (5.15253, 5.12139, -2.42422)
O (4.68706, 4.02583, -2.17238)
C (4.26816, 6.28124, -2.69336)
C (4.76602, 7.48492, -2.95984)
C (6.23360, 7.71678, -3.00432)
O (6.68744, 8.81191, -3.24876)
H (8.18210, 6.74455, -2.77127)
H (7.24270, 4.49248, -2.26621)
H (3.20410, 6.08629, -2.65516)
H (4.13851, 8.34517, -3.15617)
C (1.65306, 7.83722, 4.95407)
C (1.47038, 8.83884, 5.80921)
C (2.44980, 9.11001, 6.89718)
O (2.28243, 10.01840, 7.67543)
C (3.63705, 8.21942, 6.98615)
C (3.81497, 7.21870, 6.12791)
C (2.83751, 6.95388, 5.05024)
O (3.00859, 6.03599, 4.26599)
H (0.95467, 7.62222, 4.15475)
H (0.61414, 9.49917, 5.76003)
H (4.33765, 8.43401, 7.78266)
H (4.67086, 6.55786, 6.17302)

As for the electronic energy: -115803.854 eV. As for the HOMO-LUMO gap: 6.9 eV. The total charge is +1.

Results of the Mulliken charge analysis, in e, for atoms 1 through 4: -0.483 -0.666 0.362 -0.562